Record 1
# C5H6O2

The molecule C5H6O2 (the ωB97M-V functional and the def2-TZVPD basis, OMol25).

- energy (eV) = -9374.8291
- SMILES string = O=C1CO[C@H]2C[C@@H]12
- relative energy (zero: lowest compared OMol25 entry of this formula, charge and spin) (eV) = 2.266
- orbital gap (hartree) = 0.3798
- LUMO level (eV) = 0.962
- E_HOMO (eV) = -9.4

```
13
Properties=species:S:1:pos:R:3:nbo_charge:R:1
O 0.28 -1.41 -1.91 -0.512
C 0.26 -0.55 -1.06 0.584
C -0.49 0.80 -1.15 -0.195
O 0.07 1.61 -0.14 -0.488
C 0.43 0.70 0.84 0.116
C -0.43 -0.61 1.16 -0.487
C 0.84 -0.63 0.34 -0.383
H -1.55 0.64 -0.93 0.203
H -0.38 1.29 -2.12 0.222
H 1.03 1.21 1.60 0.224
H -1.23 -1.15 0.61 0.236
H -0.59 -0.74 2.21 0.239
H 1.76 -1.16 0.55 0.241
```

Record 2
# C5H6O2

A structure of composition C5H6O2 (the ωB97M-V functional and the def2-TZVPD basis, OMol25).

- energy (eV) = -9371.9505
- relative energy (zero: lowest compared OMol25 entry of this formula, charge and spin) (eV) = 5.145
- orbital gap (hartree) = 0.3615
- LUMO level (eV) = 0.790
- E_HOMO (eV) = -9.0

```
13
Properties=species:S:1:pos:R:3:nbo_charge:R:1
O -1.45 1.43 -2.43 -0.975
C 0.00 0.16 -0.22 -0.244
C -0.70 -0.42 1.05 0.038
O -0.25 -1.75 0.92 -0.479
C 0.73 -1.20 0.05 0.038
C 1.45 -0.12 0.73 -0.149
C 0.41 0.45 1.46 -0.148
H -1.58 0.58 -2.87 0.455
H -0.83 1.21 -1.71 0.491
H -1.74 -0.25 1.34 0.233
H 1.19 -1.85 -0.69 0.229
H 2.40 0.33 0.48 0.255
H 0.37 1.43 1.90 0.255
```

Record 3
# C5H6O2

The molecule C5H6O2 (the ωB97M-V functional and the def2-TZVPD basis, OMol25).

- energy (eV) = -9375.2470
- SMILES string = C#C[C@@H](C)OC=O
- relative energy (zero: lowest compared OMol25 entry of this formula, charge and spin) (eV) = 1.849
- orbital gap (hartree) = 0.4162
- LUMO level (eV) = 0.960
- E_HOMO (eV) = -10.4

```
13
Properties=species:S:1:pos:R:3:nbo_charge:R:1
C 1.31 0.94 -2.20 -0.200
C 0.82 0.48 -1.20 -0.042
C 0.25 -0.10 0.02 -0.001
C 0.50 0.76 1.25 -0.610
O -1.18 -0.21 -0.19 -0.494
C -1.74 -1.38 0.12 0.652
O -1.19 -2.34 0.59 -0.584
H 1.73 1.35 -3.09 0.239
H 0.64 -1.10 0.17 0.242
H 0.04 1.75 1.12 0.222
H 1.57 0.89 1.40 0.225
H 0.07 0.28 2.13 0.222
H -2.82 -1.33 -0.11 0.127
```

Record 4
# C5H6O2

The molecule C5H6O2 (the ωB97M-V functional and the def2-TZVPD basis, OMol25).

- energy (eV) = -9374.8870
- SMILES string = C#C[C@@H](C)OC=O
- relative energy (zero: lowest compared OMol25 entry of this formula, charge and spin) (eV) = 2.209
- orbital gap (hartree) = 0.4109
- LUMO level (eV) = 0.921
- E_HOMO (eV) = -10.3

```
13
Properties=species:S:1:pos:R:3:nbo_charge:R:1
C -1.17 2.53 0.34 -0.198
C -0.67 1.51 -0.05 -0.037
C -0.03 0.19 0.03 0.000
C -1.00 -0.99 0.12 -0.626
O 0.96 -0.02 -1.01 -0.486
C 1.94 -0.84 -0.60 0.644
O 2.00 -1.37 0.48 -0.584
H -1.54 3.41 0.81 0.237
H 0.54 0.29 0.95 0.235
H -0.90 -1.64 -0.75 0.225
H -2.03 -0.66 0.18 0.227
H -0.76 -1.58 1.01 0.233
H 2.68 -0.97 -1.40 0.131
```

Record 5
# C5H6O2

The molecule C5H6O2 (the ωB97M-V functional and the def2-TZVPD basis, OMol25).

- energy (eV) = -9372.6523
- relative energy (zero: lowest compared OMol25 entry of this formula, charge and spin) (eV) = 4.443
- orbital gap (hartree) = 0.3421
- LUMO level (eV) = 0.907
- E_HOMO (eV) = -8.4

```
13
Properties=species:S:1:pos:R:3:nbo_charge:R:1
C -0.11 1.44 0.81 -0.276
O -0.55 1.25 -0.52 -0.498
C -0.33 -0.02 -1.02 0.077
C 0.80 -0.83 -0.49 0.019
O 1.46 -0.35 0.70 -0.450
C 1.01 0.63 1.42 0.263
C -0.62 -1.27 -0.22 -0.476
H -0.97 1.42 1.50 0.214
H 0.29 2.46 0.87 0.237
H -0.53 -0.06 -2.08 0.211
H 1.49 -1.38 -1.11 0.214
H -0.88 -1.14 0.83 0.231
H -1.05 -2.14 -0.69 0.233
```

Record 6
# C5H6O2

The molecule C5H6O2 (the ωB97M-V functional and the def2-TZVPD basis, OMol25).

- energy (eV) = -9375.6453
- SMILES string = O=C1CO[C@H]2C[C@@H]12
- relative energy (zero: lowest compared OMol25 entry of this formula, charge and spin) (eV) = 1.450
- orbital gap (hartree) = 0.3796
- LUMO level (eV) = 0.907
- E_HOMO (eV) = -9.4

```
13
Properties=species:S:1:pos:R:3:nbo_charge:R:1
O 0.01 -1.73 1.80 -0.519
C -0.10 -0.90 0.92 0.570
C -1.42 -0.37 0.36 -0.186
O -1.15 0.03 -0.97 -0.498
C 0.23 0.20 -1.12 0.103
C 0.87 1.19 -0.22 -0.426
C 0.98 -0.30 0.09 -0.379
H -1.77 0.47 0.97 0.193
H -2.20 -1.14 0.34 0.219
H 0.61 -0.10 -2.08 0.213
H 0.22 1.77 0.42 0.227
H 1.78 1.69 -0.53 0.236
H 1.94 -0.79 0.02 0.246
```

Record 7
# C5H6O2

The molecule C5H6O2 (the ωB97M-V functional and the def2-TZVPD basis, OMol25).

- energy (eV) = -9375.0572
- SMILES string = CO/C=C\C=C=O
- relative energy (zero: lowest compared OMol25 entry of this formula, charge and spin) (eV) = 2.038
- orbital gap (hartree) = 0.3320
- LUMO level (eV) = 0.952
- E_HOMO (eV) = -8.1

```
13
Properties=species:S:1:pos:R:3:nbo_charge:R:1
C 1.27 -0.70 -0.99 -0.253
O 1.07 0.01 0.23 -0.538
C 0.17 -0.69 1.00 0.079
C -1.09 -0.26 1.02 -0.240
C -1.42 0.98 0.32 -0.596
C -0.49 1.74 -0.26 0.767
O 0.18 2.51 -0.82 -0.461
H 2.06 -0.18 -1.53 0.200
H 1.58 -1.74 -0.78 0.178
H 0.35 -0.72 -1.58 0.181
H 0.59 -1.54 1.53 0.186
H -1.86 -0.79 1.56 0.227
H -2.42 1.39 0.30 0.268
```

Record 8
# C5H6O2

The molecule C5H6O2 (the ωB97M-V functional and the def2-TZVPD basis, OMol25).

- energy (eV) = -9374.6173
- SMILES string = O=CCC#CCO
- relative energy (zero: lowest compared OMol25 entry of this formula, charge and spin) (eV) = 2.478
- orbital gap (hartree) = 0.3935
- LUMO level (eV) = 0.735
- E_HOMO (eV) = -10.0

```
13
Properties=species:S:1:pos:R:3:nbo_charge:R:1
O 1.17 -1.99 -2.31 -0.501
C 1.23 -0.99 -1.64 0.457
C 1.60 -0.99 -0.16 -0.588
C 0.71 -0.05 0.53 -0.001
C -0.17 0.64 0.97 -0.044
C -1.45 1.25 1.35 -0.131
O -2.51 0.66 0.60 -0.695
H 0.99 0.01 -2.05 0.118
H 1.46 -2.00 0.23 0.256
H 2.65 -0.71 -0.05 0.258
H -1.60 1.13 2.43 0.190
H -1.45 2.32 1.12 0.208
H -2.31 -0.28 0.51 0.473
```

Record 9
# C5H6O2

The molecule C5H6O2 (the ωB97M-V functional and the def2-TZVPD basis, OMol25).

- energy (eV) = -9374.7957
- SMILES string = C#CC(=O)[C@@H](C)O
- relative energy (zero: lowest compared OMol25 entry of this formula, charge and spin) (eV) = 2.300
- orbital gap (hartree) = 0.3829
- LUMO level (eV) = -0.109
- E_HOMO (eV) = -10.5

```
13
Properties=species:S:1:pos:R:3:nbo_charge:R:1
C 2.96 0.14 0.25 -0.118
C 1.86 -0.07 -0.19 -0.144
C 0.53 -0.48 -0.62 0.497
O 0.32 -1.00 -1.69 -0.501
C -0.61 -0.27 0.39 0.019
C -1.39 0.99 0.01 -0.621
O -1.47 -1.38 0.39 -0.704
H 3.94 0.31 0.63 0.242
H -0.17 -0.15 1.39 0.181
H -2.21 1.13 0.73 0.227
H -1.82 0.87 -0.99 0.223
H -0.76 1.89 0.02 0.213
H -1.18 -1.98 -0.32 0.485
```

Record 10
# C5H6O2

The molecule C5H6O2 (the ωB97M-V functional and the def2-TZVPD basis, OMol25).

- energy (eV) = -9375.5980
- SMILES string = O=C1CO[C@H]2C[C@@H]12
- relative energy (zero: lowest compared OMol25 entry of this formula, charge and spin) (eV) = 1.498
- orbital gap (hartree) = 0.3896
- LUMO level (eV) = 0.873
- E_HOMO (eV) = -9.7

```
13
Properties=species:S:1:pos:R:3:nbo_charge:R:1
O 1.18 1.99 0.85 -0.526
C 0.70 0.99 0.38 0.571
C 1.52 -0.22 -0.08 -0.188
O 0.67 -1.14 -0.74 -0.503
C -0.63 -0.62 -0.75 0.102
C -1.30 -0.50 0.56 -0.423
C -0.69 0.73 -0.08 -0.377
H 2.08 -0.71 0.72 0.213
H 2.13 0.25 -0.84 0.212
H -1.18 -0.89 -1.65 0.212
H -0.81 -0.93 1.44 0.226
H -2.38 -0.53 0.57 0.232
H -1.31 1.57 -0.37 0.248
```

Record 11
# C5H6O2

The molecule C5H6O2 (the ωB97M-V functional and the def2-TZVPD basis, OMol25).

- energy (eV) = -9372.8187
- relative energy (zero: lowest compared OMol25 entry of this formula, charge and spin) (eV) = 4.277
- orbital gap (hartree) = 0.3276
- LUMO level (eV) = 0.615
- E_HOMO (eV) = -8.3

```
13
Properties=species:S:1:pos:R:3:nbo_charge:R:1
C -0.52 0.80 -0.98 -0.058
C -1.90 0.91 -0.43 -0.584
C -2.33 -0.17 0.15 0.740
C 1.26 -0.65 -0.38 0.244
C 2.12 -0.84 0.90 -0.757
O -2.75 -1.24 0.45 -0.443
O 0.35 0.17 -0.04 -0.499
H -0.14 1.77 -1.05 0.200
H -0.44 0.32 -1.90 0.206
H -2.44 1.86 -0.27 0.271
H 3.14 -0.57 0.70 0.240
H 2.09 -1.92 1.13 0.232
H 1.56 -0.44 1.72 0.208
```

Record 12
# C5H6O2

The molecule C5H6O2 (the ωB97M-V functional and the def2-TZVPD basis, OMol25).

- energy (eV) = -9374.1088
- SMILES string = O=CC1(C=O)CC1
- relative energy (zero: lowest compared OMol25 entry of this formula, charge and spin) (eV) = 2.987
- orbital gap (hartree) = 0.3503
- LUMO level (eV) = 0.425
- E_HOMO (eV) = -9.1

```
13
Properties=species:S:1:pos:R:3:nbo_charge:R:1
O 2.15 0.83 -0.54 -0.558
C 1.35 -0.07 -0.82 0.411
C 0.05 -0.06 -0.19 -0.318
C -0.17 1.62 -0.18 0.468
O -1.23 2.16 -0.06 -0.502
C -0.44 -0.56 1.15 -0.363
C -1.00 -1.14 -0.11 -0.405
H 1.52 -0.67 -1.73 0.143
H 1.03 1.82 -0.23 0.220
H -1.08 0.14 1.69 0.226
H 0.21 -1.16 1.78 0.223
H -2.00 -0.87 -0.41 0.229
H -0.74 -2.19 -0.34 0.226
```

Record 13
# C5H6O2

The molecule C5H6O2 (the ωB97M-V functional and the def2-TZVPD basis, OMol25).

- energy (eV) = -9373.3217
- relative energy (zero: lowest compared OMol25 entry of this formula, charge and spin) (eV) = 3.774
- orbital gap (hartree) = 0.3706
- LUMO level (eV) = -0.726
- E_HOMO (eV) = -10.8

```
13
Properties=species:S:1:pos:R:3:nbo_charge:R:1
C -2.02 -0.32 -0.19 -0.619
C -0.64 0.10 0.24 -0.062
O 0.25 -0.97 -0.02 -0.482
C 1.57 -0.75 -0.04 0.789
O 2.35 -1.67 -0.12 -0.533
C 2.00 0.69 0.02 -0.707
C 1.33 1.81 0.08 0.237
H -2.32 -1.15 0.45 0.223
H -2.72 0.51 -0.07 0.223
H -2.01 -0.65 -1.24 0.224
H -0.60 0.42 1.30 0.195
H 3.08 0.88 0.01 0.318
H -0.32 0.96 -0.36 0.194
```

Record 14
# C5H6O2PS

The ion C5H6O2PS with charge -1 (the ωB97M-V functional and the def2-TZVPD basis, OMol25).

- net charge = -1
- energy (eV) = -29502.0556
- SMILES string = C#C[C@H]1CC[P@]([O-])(=S)O1
- relative energy (zero: lowest compared OMol25 entry of this formula, charge and spin) (eV) = 2.509
- orbital gap (hartree) = 0.3066
- LUMO level (eV) = 3.682
- E_HOMO (eV) = -4.7

```
15
Properties=species:S:1:pos:R:3:nbo_charge:R:1
C 2.41 2.06 0.78 -0.365
C 1.55 1.41 0.26 0.140
C 0.57 0.67 -0.46 -0.012
C 0.57 -0.84 0.03 -0.424
C -0.80 -1.45 -0.40 -0.782
P -2.05 -0.13 0.18 1.841
O -2.08 -0.14 1.62 -1.121
S -3.64 -0.05 -0.98 -0.718
O -0.68 1.25 -0.37 -0.785
H 3.10 2.82 0.92 0.211
H 0.99 0.60 -1.53 0.148
H 0.47 -0.68 1.11 0.216
H 1.50 -1.30 -0.21 0.201
H -0.79 -2.00 -1.35 0.225
H -1.12 -2.24 0.40 0.224
```

Record 15
# C5H6O2S

The molecule C5H6O2S (the ωB97M-V functional and the def2-TZVPD basis, OMol25).

- energy (eV) = -20209.6612
- SMILES string = O=C1SC[C@H]2[C@H](O)[C@H]12
- relative energy (zero: lowest compared OMol25 entry of this formula, charge and spin) (eV) = 2.545
- orbital gap (hartree) = 0.3626
- LUMO level (eV) = 0.521
- E_HOMO (eV) = -9.3

```
14
Properties=species:S:1:pos:R:3:nbo_charge:R:1
O 0.87 2.18 -0.12 -0.502
C 0.66 1.04 0.13 0.499
S 1.90 -0.33 -0.13 0.114
C 0.62 -1.69 -0.03 -0.487
C -0.62 -0.87 -0.27 -0.276
C -1.86 -0.29 0.39 0.162
O -2.74 0.37 -0.45 -0.682
C -0.52 0.29 0.70 -0.395
H 0.85 -2.45 -0.79 0.230
H 0.66 -2.15 0.94 0.217
H -0.63 -0.47 -1.27 0.221
H -2.32 -0.76 1.26 0.193
H -3.38 -0.28 -0.79 0.478
H -0.22 -0.05 1.69 0.227
```

Record 16
# C5H6O3

The molecule C5H6O3 (the ωB97M-V functional and the def2-TZVPD basis, OMol25).

- energy (eV) = -11421.8666
- SMILES string = C=C(O)O/C=C\C=O
- relative energy (zero: lowest compared OMol25 entry of this formula, charge and spin) (eV) = 2.545
- orbital gap (hartree) = 0.3455
- LUMO level (eV) = 0.131
- E_HOMO (eV) = -9.3

```
14
Properties=species:S:1:pos:R:3:nbo_charge:R:1
C 2.41 -0.62 0.30 -0.593
C 1.49 0.35 0.19 0.593
O 1.94 1.67 0.00 -0.674
O 0.16 0.33 0.12 -0.511
C -0.58 -0.66 -0.34 0.211
C -1.92 -0.65 -0.28 -0.399
C -2.56 0.53 0.25 0.379
O -3.75 0.73 0.20 -0.506
H 2.31 -1.64 0.46 0.220
H 3.40 -0.21 0.24 0.231
H 1.10 2.17 -0.16 0.485
H 0.05 -1.54 -0.78 0.201
H -2.31 -1.58 -0.91 0.243
H -1.74 1.11 0.72 0.120
```

Record 17
# C5H6O3

The molecule C5H6O3 (the ωB97M-V functional and the def2-TZVPD basis, OMol25).

- energy (eV) = -11419.1118
- SMILES string = O=C1CO[C@@H]2C[C@]12O
- relative energy (zero: lowest compared OMol25 entry of this formula, charge and spin) (eV) = 5.300
- orbital gap (hartree) = 0.3841
- LUMO level (eV) = 0.652
- E_HOMO (eV) = -9.8

```
14
Properties=species:S:1:pos:R:3:nbo_charge:R:1
O -1.90 0.68 1.06 -0.516
C -1.11 0.33 0.24 0.504
C -1.25 0.14 -1.11 -0.194
O 0.16 0.54 -1.65 -0.489
C 0.96 0.13 -0.61 0.095
C 0.95 -1.16 0.38 -0.543
C 0.31 0.27 0.67 0.077
O 0.61 1.20 1.63 -0.652
H -1.23 -1.05 -1.22 0.231
H -1.98 0.65 -1.72 0.249
H 2.00 0.66 -0.96 0.225
H 0.57 -2.37 0.44 0.269
H 2.15 -0.86 0.54 0.255
H -0.24 0.85 2.32 0.489
```

Record 18
# C5H6O3Pr

A structure of composition C5H6O3Pr (the ωB97M-V functional and the def2-TZVPD basis, OMol25).

- net charge = +2
- energy (eV) = -25472.0923
- relative energy (zero: lowest compared OMol25 entry of this formula, charge and spin) (eV) = 0.968
- orbital gap (spin up / spin down) (hartree) = 0.1559 / 0.2150
- LUMO level (spin up / spin down) (eV) = -10.524 / -10.521
- multiplicity = 4
- ⟨S²⟩ = 3.75
- E_HOMO (spin up / spin down) (eV) = -14.8 / -16.4

```
15
Properties=species:S:1:pos:R:3:nbo_charge:R:1
O 2.93 -0.94 -1.93 -0.377
C 3.10 -0.52 -0.86 1.094
O 3.70 -0.46 0.18 -0.707
O 1.31 0.82 0.53 -1.042
C 0.06 0.85 -0.08 -0.042
C -0.93 -0.19 0.44 -0.423
C -2.12 -0.34 -0.49 -0.256
C -3.38 -0.26 -0.12 0.413
Pr 2.99 0.56 2.31 1.868
H 0.28 0.64 -1.14 0.168
H -0.40 1.85 -0.03 0.185
H -1.29 0.09 1.44 0.236
H -0.41 -1.16 0.53 0.268
H -1.88 -0.46 -1.55 0.332
H -3.96 -0.48 0.78 0.281
```

Record 19
# C5H6O4Sm

A structure of composition C5H6O4Sm (the ωB97M-V functional and the def2-TZVPD basis, OMol25).

- net charge = +1
- energy (eV) = -31367.4746
- relative energy (zero: lowest compared OMol25 entry of this formula, charge and spin) (eV) = 0.000
- orbital gap (spin up / spin down) (hartree) = 0.2566 / 0.3410
- LUMO level (spin up / spin down) (eV) = -4.115 / -4.131
- multiplicity = 8
- ⟨S²⟩ = 15.76
- E_HOMO (spin up / spin down) (eV) = -11.1 / -13.4

```
16
Properties=species:S:1:pos:R:3:mulliken_charge:R:1
O 2.89 1.03 -0.58 -0.682
C 3.57 2.10 -0.76 0.019
C 3.04 3.33 -0.31 0.021
O 1.90 3.35 0.27 -0.718
Sm 0.87 1.31 0.53 1.583
H 4.56 2.05 -1.23 0.372
H 3.61 4.26 -0.42 0.388
C -3.60 -2.34 -0.84 -0.605
C -2.86 -2.02 0.21 0.046
O -1.89 -1.02 0.06 -0.208
C -0.78 -0.96 0.72 -0.014
O -0.60 -1.96 1.52 -0.389
H -3.47 -1.85 -1.80 0.256
H -2.96 -2.43 1.21 0.307
H -4.45 -3.01 -0.70 0.258
H 0.15 -1.82 2.12 0.365
```

Record 20
# C5H6OS

The molecule C5H6OS (the ωB97M-V functional and the def2-TZVPD basis, OMol25).

- energy (eV) = -18160.4671
- SMILES string = CC(=O)C1=C(C)S1
- relative energy (zero: lowest compared OMol25 entry of this formula, charge and spin) (eV) = 4.171
- orbital gap (hartree) = 0.2756
- LUMO level (eV) = -0.696
- E_HOMO (eV) = -8.2

```
13
Properties=species:S:1:pos:R:3:nbo_charge:R:1
C -1.18 1.56 -0.13 -0.678
C 0.35 1.68 -0.05 0.445
O 0.89 2.69 0.33 -0.550
C 0.89 0.44 -0.43 -0.132
C 1.08 -0.99 0.03 -0.051
C 0.22 -2.13 0.18 -0.684
S 2.64 -0.48 0.17 0.218
H -1.44 2.20 -0.86 0.227
H -1.65 1.96 0.77 0.237
H -1.59 0.53 -0.49 0.207
H 0.04 -2.75 -0.84 0.274
H -0.86 -1.93 0.54 0.253
H 0.61 -2.79 0.79 0.232
```